{
  "formula": "C81H206N10O27",
  "method": "ωB97M-V/def2-TZVPD",
  "charge": 0,
  "e_tot_ha": -5788.1569,
  "gap_ev": 8.895,
  "de_lowest_kcal_mol": 103.8,
  "symbols": ["C", "O", "C", "C", "N", "C", "C", "O", "C", "H", "H", "H", "H", "H", "H", "H", "H", "H", "H", "H", "H", "H", "H", "H", "C", "O", "C", "C", "N", "C", "C", "O", "C", "H", "H", "H", "H", "H", "H", "H", "H", "H", "H", "H", "H", "H", "H", "H", "C", "O", "C", "C", "N", "C", "C", "O", "C", "H", "H", "H", "H", "H", "H", "H", "H", "H", "H", "H", "H", "H", "H", "H", "C", "O", "C", "C", "N", "C", "C", "O", "C", "H", "H", "H", "H", "H", "H", "H", "H", "H", "H", "H", "H", "H", "H", "H", "C", "O", "C", "C", "N", "C", "C", "O", "C", "H", "H", "H", "H", "H", "H", "H", "H", "H", "H", "H", "H", "H", "H", "H", "C", "O", "C", "C", "N", "C", "C", "O", "C", "H", "H", "H", "H", "H", "H", "H", "H", "H", "H", "H", "H", "H", "H", "H", "C", "O", "C", "C", "N", "C", "C", "O", "C", "H", "H", "H", "H", "H", "H", "H", "H", "H", "H", "H", "H", "H", "H", "H", "C", "O", "C", "C", "N", "C", "C", "O", "C", "H", "H", "H", "H", "H", "H", "H", "H", "H", "H", "H", "H", "H", "H", "H", "C", "O", "C", "C", "N", "C", "C", "O", "C", "H", "H", "H", "H", "H", "H", "H", "H", "H", "H", "H", "H", "H", "H", "H", "C", "O", "C", "C", "N", "C", "C", "O", "C", "H", "H", "H", "H", "H", "H", "H", "H", "H", "H", "H", "H", "H", "H", "H", "C", "C", "C", "O", "H", "H", "H", "H", "H", "H", "H", "H", "C", "C", "C", "O", "H", "H", "H", "H", "H", "H", "H", "H", "C", "C", "C", "O", "H", "H", "H", "H", "H", "H", "H", "H", "C", "C", "C", "O", "H", "H", "H", "H", "H", "H", "H", "H", "C", "C", "C", "O", "H", "H", "H", "H", "H", "H", "H", "H", "C", "C", "C", "O", "H", "H", "H", "H", "H", "H", "H", "H", "C", "C", "C", "O", "H", "H", "H", "H", "H", "H", "H", "H"],
  "positions_angstrom": [[4.68777, -4.03972, -1.97230], [3.46208, -3.56750, -1.51094], [3.18587, -3.52066, -0.13768], [2.49042, -4.78704, 0.30908], [1.45516, -5.28696, -0.59190], [0.54372, -4.20611, -0.95856], [-0.63053, -4.72309, -1.82959], [-0.04732, -5.22961, -3.01258], [-0.97663, -5.67170, -4.04611], [4.77636, -5.13388, -2.22762], [5.50259, -3.89279, -1.27658], [4.94018, -3.52404, -2.86468], [2.47462, -2.67714, 0.01767], [4.09981, -3.22276, 0.46885], [2.03119, -4.53302, 1.21589], [3.25776, -5.50457, 0.47354], [1.86677, -5.77531, -1.33201], [1.11091, -3.48589, -1.54763], [0.03163, -3.71615, -0.15320], [-1.25608, -3.86830, -2.03657], [-1.21209, -5.49054, -1.33970], [-0.42094, -6.07000, -4.82532], [-1.59763, -4.87012, -4.35406], [-1.60910, -6.45727, -3.68733], [5.35041, 7.29491, -1.49888], [5.76585, 7.27238, -0.12705], [6.91248, 6.47903, 0.03760], [6.58610, 5.01436, 0.31492], [5.88300, 4.84981, 1.56956], [5.78669, 3.42617, 1.96295], [5.02157, 3.23008, 3.19277], [3.66264, 3.66200, 3.04285], [2.85839, 3.31669, 4.11876], [4.29856, 7.55007, -1.57468], [5.37303, 6.23625, -1.88823], [5.98959, 7.86728, -2.05251], [7.38393, 6.82598, 0.94071], [7.64887, 6.61302, -0.78018], [7.55116, 4.49425, 0.36356], [6.02918, 4.59406, -0.51614], [4.91948, 5.14977, 1.48640], [6.75758, 2.98556, 2.09138], [5.41104, 2.78393, 1.17766], [5.51490, 3.76710, 4.00845], [5.08533, 2.19432, 3.49022], [3.02141, 4.02413, 4.93293], [3.04410, 2.28212, 4.41894], [1.84559, 3.37968, 3.83731], [-2.73745, 2.16969, 5.86895], [-3.13908, 2.71465, 4.62895], [-2.31163, 3.79700, 4.12751], [-3.01611, 4.48571, 3.04441], [-3.04093, 3.69998, 1.79158], [-3.72892, 4.47746, 0.70856], [-3.65062, 3.64528, -0.52683], [-2.30339, 3.16703, -0.71997], [-1.47162, 4.18882, -1.28286], [-3.51931, 1.44515, 6.10783], [-2.64442, 2.90325, 6.66429], [-1.88219, 1.49112, 5.88301], [-1.39552, 3.38735, 3.71230], [-2.13170, 4.52155, 4.93392], [-2.56370, 5.44887, 2.89750], [-4.05731, 4.71964, 3.35955], [-2.08499, 3.58246, 1.48736], [-3.26358, 5.46479, 0.61497], [-4.69342, 4.63964, 1.02392], [-4.05747, 4.21084, -1.40103], [-4.30776, 2.77132, -0.35457], [-1.35763, 4.98601, -0.51956], [-1.83603, 4.46000, -2.26501], [-0.53801, 3.71667, -1.56139], [1.88132, -3.11535, -4.39254], [3.07572, -2.68723, -5.05165], [3.24333, -3.31039, -6.35012], [4.58478, -2.93682, -6.98082], [4.56794, -1.42484, -6.80807], [5.68331, -0.72130, -7.25083], [7.06228, -1.25718, -6.78629], [7.13271, -1.23695, -5.30657], [8.14488, -2.16438, -4.87708], [1.59739, -4.14082, -4.69284], [1.05895, -2.36077, -4.51955], [2.17890, -3.20350, -3.39096], [2.55205, -2.88895, -7.10919], [3.21723, -4.40215, -6.27080], [4.70629, -3.20963, -7.98975], [5.49187, -3.38879, -6.46047], [4.19392, -1.29242, -5.87592], [5.59428, 0.33351, -6.94994], [5.70733, -0.68765, -8.36616], [7.80993, -0.61126, -7.22396], [7.23639, -2.28816, -7.16053], [8.18472, -2.15438, -3.77495], [9.04035, -1.82970, -5.41385], [7.79961, -3.18186, -5.10745], [8.38071, -2.86131, -0.30613], [7.99706, -2.56579, 1.05744], [8.78216, -2.96118, 2.11427], [8.28903, -2.23038, 3.35852], [7.12195, -2.72318, 4.01758], [5.80414, -2.57667, 3.45910], [5.46740, -1.04903, 3.48914], [4.36346, -0.76002, 2.67974], [4.60785, -0.72940, 1.30219], [8.56267, -3.97386, -0.38904], [9.29149, -2.29280, -0.57614], [7.53646, -2.54310, -0.95349], [9.84137, -2.79662, 1.98211], [8.60394, -4.00196, 2.23659], [8.09712, -1.17136, 3.03286], [9.04385, -2.23165, 4.12031], [7.39596, -3.54484, 4.53627], [5.10637, -3.13581, 4.07168], [5.73870, -3.00465, 2.39095], [6.38052, -0.48947, 3.27542], [5.19137, -0.68819, 4.50781], [5.24159, -1.53282, 0.97213], [5.12983, 0.25257, 1.03841], [3.67868, -0.66811, 0.80705], [-4.53952, 0.78943, -7.17092], [-4.23529, 1.78618, -6.23688], [-4.26897, 1.21839, -4.85745], [-3.73922, 2.36071, -4.04704], [-2.33247, 2.60683, -4.38073], [-1.27077, 1.68127, -3.85791], [0.05801, 2.02490, -4.48598], [0.25921, 1.38910, -5.78410], [-0.31228, 2.09984, -6.81442], [-4.75616, 1.30145, -8.09286], [-5.46659, 0.12913, -6.99068], [-3.71511, 0.08191, -7.29184], [-3.57471, 0.30944, -4.91139], [-5.28002, 1.04074, -4.55219], [-3.75980, 2.16547, -2.94953], [-4.33177, 3.25782, -4.15638], [-2.15191, 2.57953, -5.36719], [-1.40294, 0.64281, -4.02118], [-1.16789, 1.86766, -2.81160], [0.84377, 1.64576, -3.91379], [0.13355, 3.11818, -4.51959], [-0.33048, 3.23139, -6.65719], [-1.38354, 1.82058, -6.93802], [0.21459, 1.93596, -7.79521], [-6.70998, -4.62867, 6.66314], [-5.49087, -3.98968, 6.34534], [-5.82068, -2.77811, 5.74852], [-4.55711, -2.15348, 5.26307], [-3.64967, -1.87162, 6.39996], [-2.33874, -1.43111, 6.06682], [-1.36750, -1.29558, 7.20056], [-1.10356, -2.63601, 7.57215], [-0.27709, -2.71074, 8.74619], [-6.46424, -5.53483, 7.17087], [-7.29447, -4.99092, 5.78740], [-7.36928, -4.07642, 7.26905], [-6.15499, -2.09261, 6.57426], [-6.53014, -2.71126, 4.88359], [-4.70435, -1.19397, 4.74733], [-4.09182, -2.87254, 4.56686], [-3.47477, -2.72849, 6.92693], [-2.39886, -0.43665, 5.66953], [-1.86719, -2.02090, 5.31907], [-1.81363, -0.69169, 7.97553], [-0.45211, -0.92367, 6.73041], [-0.34048, -3.68014, 9.19495], [-0.62572, -1.94459, 9.44122], [0.76497, -2.44648, 8.49120], [0.81404, 0.10242, 3.56776], [-0.08212, 1.16409, 3.32900], [-1.21439, 0.65330, 2.62814], [-0.93487, 0.29417, 1.14234], [-2.09777, -0.40354, 0.61054], [-2.06321, -0.37767, -0.87447], [-0.89147, -1.09980, -1.52021], [0.11753, -0.13268, -1.73982], [1.44606, -0.53858, -1.94064], [0.19554, -0.71128, 3.75380], [1.37991, 0.22040, 4.47500], [1.39979, -0.07240, 2.70542], [-2.01760, 1.39541, 2.66875], [-1.56150, -0.23335, 3.14155], [-0.00213, -0.21847, 0.97799], [-0.78463, 1.25745, 0.61322], [-2.93320, 0.10909, 0.86756], [-2.10697, 0.61080, -1.24522], [-2.98553, -0.91526, -1.15001], [-1.14651, -1.51140, -2.49474], [-0.40322, -1.88593, -0.96131], [1.70153, -0.81559, -3.00842], [1.68603, -1.43012, -1.40286], [2.15584, 0.28968, -1.70696], [1.94865, 2.26616, 1.03071], [1.77928, 3.19647, -0.06464], [2.81462, 2.95654, -0.98102], [2.60417, 3.80943, -2.23920], [2.44985, 5.21958, -1.93901], [2.27990, 6.00668, -3.11780], [0.84282, 5.98897, -3.63730], [0.01009, 6.52940, -2.64888], [-1.07323, 7.06757, -3.33793], [1.17880, 2.56067, 1.71837], [2.91187, 2.31693, 1.56272], [1.72940, 1.19850, 0.77304], [2.80324, 1.86805, -1.20220], [3.79607, 3.15064, -0.46433], [1.81827, 3.31554, -2.74549], [3.48233, 3.66096, -2.86691], [1.59020, 5.37380, -1.37415], [2.97373, 5.68410, -3.92164], [2.55314, 7.01702, -2.86493], [0.47494, 4.99941, -3.94810], [0.69425, 6.65761, -4.49595], [-1.46387, 6.33177, -4.04754], [-0.78560, 7.97442, -3.88321], [-1.86479, 7.32884, -2.64775], [-7.99253, -4.87322, -8.47559], [-7.06361, -3.84070, -8.16470], [-6.95129, -3.68448, -6.78147], [-5.93690, -2.62718, -6.34964], [-5.85469, -2.51614, -4.93415], [-5.03355, -3.47907, -4.18930], [-3.64104, -2.97812, -4.05378], [-2.93011, -3.18501, -5.24573], [-1.88316, -2.34271, -5.41075], [-7.43332, -5.81414, -8.23678], [-8.26021, -4.78759, -9.51627], [-8.88271, -4.86316, -7.78408], [-6.76618, -4.64173, -6.26117], [-7.88782, -3.40157, -6.36212], [-6.18781, -1.69027, -6.86317], [-4.94646, -2.87729, -6.70361], [-6.74138, -2.38588, -4.44137], [-5.09629, -4.47839, -4.60680], [-5.42839, -3.53927, -3.19150], [-3.11261, -3.55391, -3.21519], [-3.79991, -1.92456, -3.74399], [-1.39702, -2.55232, -6.38653], [-1.10672, -2.46901, -4.65806], [-2.11142, -1.23615, -5.41926], [-5.99754, 2.16321, 3.34874], [-5.27596, 0.90086, 2.82818], [-6.12739, -0.29260, 2.57038], [-4.50933, 1.22398, 1.65063], [-6.68944, 1.87269, 4.13028], [-6.75202, 2.59287, 2.59373], [-5.33374, 2.96385, 3.61739], [-4.55918, 0.64239, 3.63477], [-6.96665, 0.05961, 2.00564], [-6.43787, -0.77307, 3.47193], [-5.62711, -1.12098, 2.01023], [-4.00399, 2.11461, 1.77743], [-7.61892, 1.03269, -2.25739], [-6.63438, 0.37859, -1.22807], [-5.61948, -0.58041, -1.88245], [-6.03918, 1.46795, -0.55055], [-8.23765, 1.84680, -1.88664], [-8.19776, 0.27161, -2.66144], [-6.93110, 1.39417, -3.07840], [-7.13353, -0.26235, -0.60280], [-5.02067, -0.08812, -2.66124], [-6.14544, -1.41324, -2.29881], [-4.92571, -0.89393, -1.07666], [-5.55106, 1.15994, 0.27233], [5.88977, 2.21440, -4.14461], [6.00951, 1.17497, -3.07717], [6.42117, 1.75727, -1.74031], [4.73930, 0.53031, -2.85000], [5.16605, 1.92702, -4.83202], [6.79646, 2.48302, -4.75429], [5.52238, 3.22861, -3.81067], [6.67589, 0.32792, -3.36727], [7.06595, 2.63617, -1.90300], [6.78227, 1.08501, -1.04385], [5.45506, 2.13809, -1.33455], [4.63276, -0.10797, -3.55350], [-6.06386, -2.03159, 9.46532], [-4.84839, -1.12414, 9.90141], [-3.92618, -2.01442, 10.74992], [-4.14829, -0.39180, 8.89461], [-6.59083, -2.45387, 10.36372], [-5.51457, -2.88100, 8.98942], [-6.77594, -1.57097, 8.86713], [-5.22526, -0.31889, 10.55634], [-3.32323, -2.67673, 10.10907], [-4.48710, -2.54741, 11.54598], [-3.22655, -1.33089, 11.23221], [-4.12810, -0.87907, 8.03246], [-4.78769, -4.37616, 1.23201], [-3.67781, -3.41721, 1.53054], [-2.49734, -4.04616, 2.20874], [-3.29648, -2.88990, 0.27287], [-5.41882, -4.57897, 2.09434], [-4.40983, -5.38194, 0.84351], [-5.50549, -4.03297, 0.45880], [-3.95795, -2.56726, 2.21982], [-1.70020, -3.36493, 2.54915], [-2.00768, -4.79105, 1.53699], [-2.72457, -4.65355, 3.08481], [-2.71273, -2.20070, 0.57967], [1.84911, 6.06062, 1.78264], [0.40062, 5.93144, 2.14823], [-0.44522, 7.21205, 1.84120], [-0.21785, 4.77122, 1.56734], [2.48000, 5.20859, 2.17519], [2.31230, 7.01273, 2.15030], [1.95865, 6.02865, 0.71470], [0.39994, 5.72448, 3.23575], [-0.51799, 7.54364, 0.82327], [-0.10321, 8.07524, 2.46510], [-1.48518, 7.11513, 2.23146], [0.37608, 4.27654, 0.98077], [0.88212, -3.98356, 4.00172], [2.29852, -3.57986, 4.24632], [2.51562, -2.85907, 5.59015], [3.23036, -4.63054, 4.11798], [0.63789, -4.19095, 2.91730], [0.12767, -3.28008, 4.35164], [0.72719, -4.95469, 4.48413], [2.56140, -2.80720, 3.52042], [2.32976, -1.76475, 5.54005], [3.51465, -3.04145, 5.97388], [1.90487, -3.35510, 6.41212], [2.73082, -5.47220, 4.17760]],
  "forces_ev_per_angstrom": [[0.715, -1.466, 0.297], [-0.102, 0.372, -0.612], [0.241, 1.191, 0.432], [0.248, 0.134, -1.004], [-0.635, 1.091, 2.592], [-0.494, -1.645, -2.032], [1.485, 0.305, -0.177], [-0.381, -0.539, -1.146], [0.368, 0.706, 2.730], [-0.773, 0.633, 0.329], [0.204, 0.366, 0.581], [0.069, 0.643, -0.928], [0.488, -0.329, -0.256], [-0.907, -0.790, -0.581], [-0.578, 0.048, 1.702], [0.360, -1.105, 0.217], [0.255, -0.375, -1.635], [-0.394, 0.413, -0.089], [0.337, 0.071, 1.136], [-0.522, 0.319, -0.182], [-0.213, -0.299, 0.417], [1.223, -0.466, -1.532], [-0.518, 0.865, -0.521], [-0.496, -0.626, 0.525], [-1.504, -3.452, 1.700], [-0.485, 0.310, -0.788], [0.228, -0.278, 0.448], [0.350, 0.365, -0.407], [-0.067, -1.093, 0.601], [0.465, 0.810, -1.313], [-0.601, 0.503, 1.325], [1.399, -0.191, -0.754], [0.761, -0.087, 0.815], [0.078, 0.532, 0.204], [0.075, 0.856, 0.104], [1.541, 1.808, -1.603], [0.315, 0.362, 0.428], [-0.436, -0.187, 0.074], [-0.147, -0.103, 0.094], [-0.170, -0.276, -0.433], [-0.003, 0.448, -0.164], [0.912, 0.182, 0.435], [-0.741, -0.129, -0.659], [-0.166, 0.365, 0.121], [-0.382, -0.737, -0.019], [0.072, -0.194, 0.416], [0.064, -0.018, 0.282], [-1.341, 0.152, -0.548], [-0.790, -0.955, -0.111], [0.847, 0.594, -0.131], [-0.180, -1.118, 1.148], [-1.670, 0.007, -1.024], [-1.071, 0.816, 0.262], [2.961, -0.453, 0.812], [-0.334, -0.559, -0.460], [-0.782, 0.313, -0.630], [-0.185, -0.520, 0.464], [-0.406, 0.385, 0.353], [-0.001, 0.253, 0.064], [0.764, 0.619, -0.593], [0.530, -0.030, 0.335], [0.248, -0.264, 0.020], [0.486, 0.579, -0.256], [0.426, -0.296, -0.212], [0.290, -0.074, -0.021], [0.155, 0.063, -0.161], [-2.529, 0.271, 0.505], [0.516, -0.444, 0.321], [0.601, 0.344, -0.480], [0.198, -0.129, -0.984], [-0.638, 0.725, -0.091], [0.583, -0.102, 0.649], [-0.208, 0.095, -1.195], [0.213, -0.890, -1.449], [0.505, 0.146, -0.617], [0.979, 2.376, 3.182], [-1.382, -2.755, -0.403], [1.669, 0.819, -0.251], [-0.895, -0.074, 1.072], [-0.061, -0.441, -1.510], [-1.206, 0.593, -0.090], [-0.150, 0.606, -0.168], [0.614, -0.844, -0.040], [-0.036, 0.108, 1.569], [-0.406, -0.507, 0.756], [-0.556, 0.079, 0.109], [-0.417, -0.301, -1.455], [-1.090, 0.328, -0.148], [0.575, 0.606, -0.116], [0.079, -0.225, 0.065], [0.075, -0.162, 0.495], [0.593, 0.219, 0.082], [-0.117, 0.452, 0.298], [0.381, 0.496, -0.459], [0.385, -0.761, 0.612], [0.491, 0.027, -0.408], [0.065, -0.630, 1.162], [-1.099, 1.247, -2.353], [-0.141, -0.065, 0.662], [-0.377, 1.336, -0.876], [0.542, -0.275, 0.734], [0.296, 0.179, -1.004], [-0.159, -0.873, 0.856], [-0.561, 0.158, 0.177], [1.675, 2.328, 0.294], [-0.125, 1.063, -0.228], [-0.304, -0.340, 0.045], [0.553, -0.276, 0.471], [0.570, 0.263, -0.303], [0.249, -1.419, 0.434], [0.515, -0.822, 0.335], [0.784, 0.163, 0.210], [-0.917, -0.183, -0.096], [-0.130, -0.018, -0.015], [-0.094, 0.745, 1.314], [-0.201, 0.245, -0.629], [0.096, -0.687, -0.493], [0.150, -0.442, -0.302], [-0.299, -1.025, 0.202], [-1.111, -0.359, -0.651], [-1.175, -0.959, -0.280], [-0.831, -1.192, 1.562], [1.277, 0.823, -1.962], [1.925, -0.944, 1.446], [1.333, -0.126, 0.361], [-0.599, 1.939, -0.220], [-0.988, -0.138, -1.335], [0.496, 0.719, 1.332], [-1.043, 1.479, -1.722], [0.201, 0.089, -0.564], [1.129, 1.236, 0.381], [0.190, -0.010, -0.106], [-1.181, 1.005, 0.633], [-0.672, -0.791, -0.217], [-0.103, -0.210, -0.590], [-0.177, 0.235, -0.496], [-0.886, 0.400, -0.465], [-0.625, -1.332, -0.110], [-0.039, -0.107, 0.877], [1.206, -0.654, 1.134], [0.178, -0.120, -0.471], [0.278, -1.214, 0.016], [0.458, 0.034, -0.266], [-0.374, -0.132, 1.023], [0.372, -1.938, -1.075], [-1.414, -0.574, -0.683], [0.316, 2.827, 0.512], [1.739, 0.217, 0.121], [-0.643, -1.022, 0.991], [0.173, 1.694, -0.555], [-0.096, -1.498, -1.276], [0.317, -0.479, 1.492], [-0.083, 1.367, -0.907], [0.281, -0.589, 0.632], [0.486, 0.610, 0.016], [-0.637, 1.181, 0.885], [-0.440, -0.413, -0.731], [0.106, -0.990, 0.794], [-0.202, -0.377, 0.053], [0.090, 0.258, -0.102], [-0.577, -0.123, -0.128], [-0.219, 0.608, -0.631], [0.478, -0.917, -0.959], [0.291, 0.254, 0.642], [0.092, 0.710, 0.469], [-0.061, -0.585, 0.046], [-0.007, -0.147, 0.333], [-0.208, -0.289, 0.058], [-0.403, 1.090, 0.321], [-0.427, 0.436, -0.010], [0.334, 0.200, -0.766], [-0.661, 1.851, 0.753], [1.083, -0.203, -0.862], [-0.895, -2.332, 0.722], [0.926, 0.622, -0.323], [0.596, 1.394, 0.018], [0.607, 0.337, -1.650], [-0.817, -2.224, 0.282], [0.539, 0.664, 0.164], [1.118, -0.337, -0.723], [0.241, -0.013, 0.041], [-0.318, -0.470, 0.252], [0.176, -0.775, 0.133], [-0.098, -0.184, 0.063], [-0.180, 0.135, 0.278], [0.027, 1.244, -0.504], [0.406, 0.311, -0.267], [-0.472, -0.225, -0.181], [-0.536, -0.425, 0.640], [-0.613, 0.392, 0.720], [0.253, -0.537, 0.826], [-0.786, -0.723, 0.113], [-0.763, -0.237, -0.027], [0.334, -1.017, 0.990], [0.932, 0.073, -0.047], [1.287, -0.696, 1.468], [-0.716, -0.640, 0.961], [-0.168, -0.079, -1.269], [0.731, 0.388, -0.541], [-0.067, -0.072, 0.487], [-1.013, 0.314, 0.069], [-0.281, -0.084, 0.621], [-0.218, 0.237, -0.694], [0.235, 0.806, -0.426], [0.237, 0.700, -0.330], [-0.636, 0.151, -0.506], [-1.411, -0.127, -0.865], [0.161, 0.148, -0.054], [0.906, -0.331, -0.232], [-0.290, 0.019, 0.417], [-0.084, 0.673, -0.112], [0.217, 0.034, 0.203], [0.758, -0.284, -0.323], [-0.193, 0.059, -0.071], [0.030, -0.032, -0.062], [-0.124, 0.011, 0.295], [0.828, -0.630, 1.608], [-0.387, 0.309, -0.227], [0.629, -0.408, 0.529], [-0.167, -0.585, -1.154], [-0.437, 0.428, 1.542], [-0.773, 0.286, -0.650], [0.588, -0.804, 1.665], [-1.532, -0.242, -0.148], [2.086, 1.875, -1.175], [-0.762, 0.215, -0.570], [-0.134, -0.111, -0.195], [0.578, 0.252, -0.823], [0.465, -0.067, -0.326], [-1.290, 0.579, 0.294], [-0.125, -0.046, 0.405], [0.291, -0.205, -0.210], [0.295, 0.006, -0.669], [0.226, -0.378, -0.209], [-0.293, -0.051, 0.541], [-0.554, 0.851, -0.790], [0.803, -0.223, -0.382], [-0.333, 0.020, 0.466], [0.155, -0.144, 0.384], [-0.256, -0.948, 0.079], [-2.151, -0.448, -1.898], [1.740, 1.317, 0.989], [0.284, -0.648, -1.113], [0.347, 0.708, 0.368], [0.278, 0.052, 0.762], [1.262, -0.693, 0.461], [0.331, -0.020, 0.390], [-0.001, 0.103, -0.309], [-0.854, -0.231, -0.418], [-0.531, 0.042, 0.782], [-0.045, 0.920, 0.141], [-0.567, -1.023, 0.014], [3.026, 0.401, 0.069], [0.605, 1.979, -2.324], [0.641, 1.472, 0.710], [0.484, -0.725, 0.921], [0.198, -0.103, 0.258], [-1.367, -1.338, -0.909], [-0.964, 0.020, 0.696], [-1.749, -1.206, 2.131], [-0.190, -0.119, 0.140], [-0.183, -0.684, -0.255], [-0.451, -0.208, -0.493], [-0.413, 0.478, -0.994], [1.187, 2.535, -0.275], [0.663, -1.509, 0.607], [-1.798, 2.296, -1.386], [-0.088, 0.412, 0.235], [-1.333, -0.781, -1.462], [-0.441, -0.694, 0.843], [0.312, -1.040, 0.303], [-0.019, 0.931, -0.125], [0.036, -0.483, 0.314], [1.036, -1.470, 1.253], [0.673, 0.019, -0.050], [-0.202, -0.334, -0.260], [2.766, -1.151, 1.549], [-1.243, 0.022, 0.863], [0.288, 0.756, -0.048], [-0.405, -0.896, -0.411], [0.636, 0.521, -0.677], [-1.041, 0.328, -0.177], [-1.121, 0.857, -1.384], [0.001, -0.349, -0.079], [-0.399, -0.108, 0.239], [0.371, 0.132, -0.641], [0.199, -0.172, 0.176], [-0.062, 0.067, 0.480], [-0.986, -1.682, -0.496], [-0.228, 0.633, 0.239], [1.534, -1.583, 0.067], [-0.247, -0.483, 0.212], [0.138, -0.172, 0.326], [-0.217, 1.302, 0.572], [0.674, 0.270, 0.316], [-0.419, -0.640, -0.728], [-0.446, 0.206, -0.374], [-0.277, 0.570, 0.107], [-0.512, 0.148, 0.224], [0.989, 1.382, -0.499], [1.458, -0.191, 0.442], [-0.535, 0.288, 0.537], [-0.411, -0.015, 2.174], [-0.106, 0.112, -0.123], [-0.861, 0.935, -0.327], [-0.544, -0.744, -0.235], [0.156, 0.189, -0.708], [-0.423, 0.447, -0.203], [0.312, -0.200, -0.689], [0.287, -0.639, -0.579], [0.550, -0.370, -0.479], [0.219, 0.449, 0.021], [-0.856, -1.231, -1.292], [0.593, 2.106, 0.345], [-0.935, -0.843, 1.377], [-0.609, -1.320, -0.167], [0.503, 0.355, 0.950], [0.193, 0.068, 0.227], [-0.333, 0.105, 0.332], [0.247, -0.175, -0.445], [-0.073, -0.756, 0.076], [0.434, 0.261, -0.426], [0.186, 0.811, -0.939], [0.575, 0.657, -0.054]],
  "lowdin_charge": [-0.095, -0.200, -0.216, -0.187, -0.006, -0.194, -0.195, -0.198, -0.038, 0.105, 0.066, 0.068, 0.105, 0.121, 0.074, 0.114, 0.087, 0.078, 0.105, 0.083, 0.122, 0.066, 0.049, 0.084, -0.083, -0.175, -0.240, -0.224, -0.012, -0.223, -0.210, -0.237, -0.104, 0.073, 0.092, 0.052, 0.113, 0.127, 0.125, 0.091, 0.102, 0.120, 0.086, 0.134, 0.111, 0.101, 0.092, 0.063, -0.099, -0.200, -0.192, -0.206, -0.030, -0.166, -0.196, -0.207, -0.086, 0.084, 0.092, 0.070, 0.109, 0.135, 0.087, 0.133, 0.080, 0.118, 0.096, 0.139, 0.097, 0.089, 0.073, 0.077, -0.079, -0.210, -0.203, -0.160, -0.062, -0.245, -0.189, -0.231, -0.099, 0.091, 0.094, 0.037, 0.133, 0.120, 0.098, 0.116, 0.089, 0.115, 0.125, 0.108, 0.109, 0.078, 0.091, 0.080, -0.073, -0.225, -0.249, -0.211, -0.078, -0.170, -0.207, -0.202, -0.099, 0.102, 0.087, 0.074, 0.118, 0.111, 0.122, 0.110, 0.115, 0.088, 0.125, 0.095, 0.133, 0.059, 0.104, 0.062, -0.139, -0.201, -0.168, -0.191, -0.019, -0.169, -0.175, -0.164, -0.160, 0.079, 0.087, 0.080, 0.121, 0.088, 0.116, 0.117, 0.049, 0.093, 0.080, 0.087, 0.097, 0.108, 0.077, 0.100, -0.113, -0.154, -0.269, -0.170, -0.041, -0.239, -0.211, -0.198, -0.085, 0.081, 0.102, 0.068, 0.126, 0.135, 0.102, 0.117, 0.121, 0.080, 0.101, 0.116, 0.127, 0.079, 0.081, 0.082, -0.092, -0.187, -0.177, -0.168, -0.027, -0.147, -0.171, -0.197, -0.077, 0.051, 0.084, 0.067, 0.098, 0.104, 0.100, 0.122, 0.086, 0.090, 0.088, 0.106, 0.093, 0.095, 0.047, 0.070, -0.066, -0.189, -0.209, -0.175, -0.031, -0.207, -0.224, -0.194, -0.135, 0.062, 0.089, 0.089, 0.092, 0.111, 0.080, 0.107, 0.107, 0.133, 0.098, 0.106, 0.116, 0.092, 0.094, 0.089, -0.105, -0.180, -0.259, -0.207, -0.052, -0.197, -0.228, -0.183, -0.148, 0.096, 0.079, 0.098, 0.122, 0.104, 0.097, 0.118, 0.113, 0.118, 0.108, 0.134, 0.115, 0.109, 0.056, 0.086, -0.026, -0.457, -0.043, -0.133, 0.075, 0.110, 0.040, 0.114, 0.077, 0.054, 0.094, 0.092, -0.019, -0.462, -0.028, -0.086, 0.077, 0.041, 0.080, 0.090, 0.059, 0.057, 0.070, 0.056, -0.058, -0.470, -0.039, -0.055, 0.041, 0.101, 0.084, 0.130, 0.088, 0.044, 0.066, 0.071, -0.052, -0.473, -0.071, -0.082, 0.091, 0.080, 0.037, 0.129, 0.075, 0.085, 0.070, 0.049, -0.058, -0.529, -0.070, -0.071, 0.066, 0.106, 0.081, 0.122, 0.063, 0.091, 0.079, 0.013, -0.046, -0.447, -0.037, -0.076, 0.078, 0.107, 0.058, 0.131, 0.063, 0.086, 0.060, 0.052, -0.052, -0.522, -0.041, -0.053, 0.081, 0.064, 0.090, 0.118, 0.074, 0.066, 0.088, 0.103]
}